# 1
25
Properties=species:S:1:pos:R:3:forces:R:3 method="wB97M-V/def2-TZVPD" e_lumo_ev=0.58 e_tot_ha=-405.8860 homo_lumo_gap_ha=0.34942 homo_ev=-8.9 smiles=CCCN(C)C.O.O
C -0.913534 0.191077 2.378161 -0.2310 0.6590 0.0072
C -1.205006 -0.122736 0.908499 -0.0403 -1.7096 0.1839
C 0.032812 -0.103322 -0.018431 -0.9017 -0.4393 0.0856
N 1.091319 -0.949565 0.530037 0.1923 -0.8123 -1.0795
C 0.849673 -2.309465 0.018957 0.1589 -0.5556 2.4421
C 2.485261 -0.644637 0.135576 -0.9920 0.3871 0.4754
H 0.151779 0.426470 2.456356 -0.2805 0.2419 0.4113
H -1.577370 0.988218 2.718180 0.4892 0.4512 -0.0530
H -1.150008 -0.593072 3.098882 0.2496 -0.4298 -0.4218
H -2.026713 0.473385 0.488023 0.2962 -0.1186 0.1801
H -1.536655 -1.182222 0.900945 -0.2067 0.5562 -0.2888
H 0.344751 0.928085 -0.131823 0.3431 0.2244 -0.1867
H -0.346502 -0.553821 -0.979499 0.5352 0.8251 0.2555
H 1.645220 -2.959607 0.418685 -0.2751 0.0984 -0.1191
H 0.886296 -2.394491 -1.048701 -0.1575 0.1670 -0.9194
H -0.093575 -2.702112 0.431531 0.2323 0.1082 -0.4123
H 2.592531 0.440443 0.076617 0.3177 -0.1068 0.0944
H 3.148201 -1.077722 0.901431 -0.0767 0.2839 -0.3965
H 2.692872 -1.095657 -0.836561 0.3340 0.1405 -0.1957
O -2.088760 2.834397 -0.937967 -0.4251 -0.9391 -0.1717
H -1.940800 2.962678 -1.887461 0.2763 0.2294 0.3277
H -2.165490 1.857948 -0.906981 0.0361 0.8657 0.2111
O -0.339103 2.186940 -2.927995 0.1266 1.6053 -0.1141
H 0.264165 1.808696 -2.286877 -0.2596 -0.6937 -0.2560
H -0.801364 1.590101 -3.499578 0.2585 -1.0386 -0.0599

=====

# 2
25
Properties=species:S:1:pos:R:3:forces:R:3 method="wB97M-V/def2-TZVPD" e_lumo_ev=0.50 e_tot_ha=-405.8978 homo_lumo_gap_ha=0.36868 homo_ev=-9.5 smiles=CCC[C@@H](C)N.O.O
C 0.424868 2.417436 0.215457 -0.6269 0.3358 -1.3436
C 0.909127 1.030951 0.659497 -0.0808 1.2963 -1.2036
C 0.493767 -0.004337 -0.375510 -0.8913 -0.7790 0.2682
C -0.718329 -0.870421 0.045168 0.4719 -0.6422 -1.5699
C -1.107853 -1.719493 -1.183462 0.6442 -1.1147 0.3516
N -0.422944 -1.734440 1.200327 -0.7957 0.7434 -0.2076
H 0.759017 3.276782 0.793470 -0.0662 -0.2081 0.3988
H -0.651227 2.498546 0.014999 -0.0975 -0.1755 0.7065
H 0.784867 2.600778 -0.805178 0.4543 -0.0938 0.1882
H 1.982248 1.197648 0.678157 0.2449 -0.7219 0.5062
H 0.485066 0.788212 1.622791 0.3029 -0.1071 0.4911
H 0.250484 0.423787 -1.335471 -0.2843 0.7362 -0.0216
H 1.263402 -0.710973 -0.685872 0.3973 -0.1276 0.5473
H -1.627125 -0.301338 0.247390 0.3297 0.4450 0.4946
H -0.723041 -1.341418 -2.130707 -0.5160 0.5306 -0.0093
H -2.172742 -1.938772 -1.201795 -0.0410 0.1370 -0.2721
H -0.605382 -2.696525 -1.145534 -0.1011 0.0143 0.3256
H 0.430754 -2.255936 1.046671 0.0883 0.0072 -0.0833
H -0.254267 -1.061629 1.934715 0.3359 -0.4365 0.5639
O -2.404355 -0.546971 3.040536 -1.9124 -0.1287 1.4703
H -1.863082 0.226471 3.160677 0.6652 -0.3217 -0.9260
H -2.281064 -1.239239 2.392723 1.1727 0.4958 -0.4244
O 2.249021 0.963514 -2.444839 0.4174 -0.8473 -1.0128
H 3.099857 0.640266 -2.776054 0.3014 0.5354 0.3867
H 1.698933 0.357095 -2.968155 -0.4129 0.4271 0.3755

=====

# 3
26
Properties=species:S:1:pos:R:3:forces:R:3 method="wB97M-V/def2-TZVPD" e_lumo_ev=0.53 e_tot_ha=-481.0828 homo_lumo_gap_ha=0.32145 homo_ev=-8.2 smiles="C/C=C/NCC.O.O.O"
C -0.395992 -2.566508 1.921473 0.8933 1.5363 2.3141
C -0.113499 -1.404556 1.058054 -1.2599 -0.0477 -0.3614
C -0.450070 -0.135738 1.398196 2.5094 -2.5808 -2.4470
N -0.005527 0.843845 0.460472 -0.4427 1.3794 1.7770
C -0.784159 2.078906 0.797496 -1.3393 -1.4833 -4.8505
C -0.438475 3.008545 -0.385685 0.4854 0.9346 0.1283
H -0.388062 -2.123334 2.951735 -0.2191 -0.9691 -0.4310
H -1.298286 -3.121325 1.786319 -0.4775 -0.4185 -0.4866
H 0.506935 -3.132357 1.807464 0.1530 -1.1573 0.3893
H 0.377230 -1.821861 0.131387 -0.5201 1.8419 0.5593
H -0.915401 0.150304 2.327638 -0.1654 -0.0775 0.1983
H 1.016922 1.053142 0.604723 -1.3291 -0.4220 -0.2826
H -0.458102 2.457528 1.656460 1.1930 1.7673 3.8149
H -1.888546 1.797767 0.939055 1.5123 0.4565 -0.6406
H -0.185477 2.368364 -1.245871 -0.8013 0.4787 -0.0088
H 0.513762 3.525301 -0.201948 0.1771 -0.3736 0.4027
H -1.050339 3.907317 -0.589653 -0.4301 -0.9352 -0.1088
O 3.211487 -0.393101 0.512222 0.6974 0.0104 -0.1822
H 3.964790 -0.247740 1.084913 -0.1420 0.2163 1.1412
H 3.758433 -0.533975 -0.264572 -0.6040 -0.1743 -0.9472
O 0.926361 -0.419491 -3.462732 -0.9103 4.0028 -2.7859
H 0.856912 -1.208045 -3.032202 -0.6653 -3.3375 1.7853
H 0.057276 -0.216903 -3.915476 1.5708 -0.6516 1.0256
O -2.518351 -0.914743 -1.236670 1.1217 -1.3466 1.8792
H -1.850663 -0.508397 -0.629924 -0.7737 -0.1002 -1.0141
H -2.841506 -0.317915 -1.873122 -0.2336 1.4512 -0.8685

=====

# 4
29
Properties=species:S:1:pos:R:3:forces:R:3 method="wB97M-V/def2-TZVPD" e_lumo_ev=0.40 e_tot_ha=-706.8867 homo_lumo_gap_ha=0.37857 homo_ev=-9.9 smiles="CC(=O)N(C)CC=O.O.O.O.O"
C -2.175541 -1.975331 0.813627 -0.2294 0.1828 0.9874
C -1.595286 -0.720470 0.271643 0.1049 -0.5968 -2.5407
O -1.476001 -0.672498 -0.973416 -0.0581 0.1603 0.9515
N -1.151143 0.249066 1.049687 0.2032 1.6822 1.0132
C -1.332204 0.304215 2.508631 0.0123 -2.0372 -0.1404
C -0.450569 1.411109 0.468384 -0.4490 -0.2616 0.5385
C 0.682803 1.877414 1.390458 0.7961 0.1454 -1.3695
O 1.566825 1.185041 1.796927 -0.2093 -0.3635 0.4393
H -2.797605 -2.411743 0.037240 0.0053 -0.0217 0.1643
H -1.322595 -2.626338 1.014568 -0.1520 -0.1765 0.1250
H -2.731205 -1.799510 1.745386 0.0875 -0.3903 -0.3034
H -2.290278 -0.128747 2.832680 -0.1226 0.8776 -0.3598
H -1.165350 1.320465 2.833734 -0.1800 -0.0341 0.3599
H -0.648123 -0.423816 2.978342 0.3484 0.8010 0.0024
H -0.112041 1.110145 -0.529368 0.3069 0.2765 0.2887
H -1.091473 2.302086 0.367861 -0.3238 -0.4787 -0.0943
H 0.737038 2.975956 1.525064 -0.1957 0.0279 0.1830
O 2.651393 -0.199239 -1.789938 -0.2688 0.2655 -0.0587
H 2.489223 -0.755513 -2.553792 0.0439 -0.1375 -0.1301
H 2.337276 0.686878 -2.083125 0.4926 -0.4441 0.4722
O -0.098970 0.369305 -2.938607 -0.6309 -0.6585 -0.1826
H -0.231440 -0.306446 -2.238773 0.3325 0.4191 -0.0462
H -1.025611 0.524743 -3.153927 0.0428 0.2041 -0.2426
O 1.759169 2.193563 -2.706317 -0.6939 -0.7793 -0.8673
H 1.315250 2.995365 -2.459874 -0.1175 0.6410 0.2586
H 1.012114 1.604669 -3.039619 0.8506 0.6488 0.5493
O 2.667508 -2.945303 1.229909 -0.3895 -0.2683 -0.0239
H 2.653894 -2.747236 0.293778 0.4284 0.4604 -0.4032
H 1.822940 -3.397829 1.308838 -0.0348 -0.1443 0.4289

=====

# 5
28
Properties=species:S:1:pos:R:3:forces:R:3 method="wB97M-V/def2-TZVPD" e_lumo_ev=0.33 e_tot_ha=-1778.3912 homo_lumo_gap_ha=0.33154 homo_ev=-8.7 smiles="CCOCC[Si@H](S)[PH2]=S.CO"
C 3.933418 -0.401922 -0.110925 -0.0179 -0.1535 -0.1038
C 3.476996 1.028747 -0.148394 0.0352 0.1561 0.3116
O 2.263208 1.143372 0.574904 -0.1524 -0.0550 -0.0864
C 1.635034 2.400104 0.438833 -0.2299 -0.4269 0.0440
C 0.166583 2.237461 0.820094 0.3029 -0.0571 -0.3432
Si -0.668037 1.225128 -0.515962 0.4501 0.2508 -0.3049
S -1.737543 2.592624 -1.766993 -0.1448 0.2069 0.1978
P -2.060301 -0.326922 0.309962 -0.7875 -0.0795 0.5452
S -3.027577 0.195007 1.928479 0.0766 0.0291 0.1247
H 4.531022 -0.638463 -0.981391 0.2207 -0.0162 -0.1996
H 4.522781 -0.617043 0.767148 0.0784 -0.1095 0.3298
H 3.068129 -1.050741 -0.123828 -0.2186 -0.2199 0.0045
H 3.340526 1.359022 -1.177121 -0.1841 0.1244 -0.2015
H 4.227306 1.667747 0.316473 0.1657 0.2689 -0.0507
H 1.684189 2.724464 -0.600649 0.2488 0.2211 -0.2475
H 2.116792 3.146184 1.066473 0.1758 0.1867 0.1109
H -0.267141 3.227250 0.888460 -0.3599 0.1847 0.0586
H 0.090881 1.766967 1.790297 -0.1160 -0.1420 0.3166
H 0.363320 0.527394 -1.309933 -0.0711 -0.1340 -0.0536
H -2.410306 1.733928 -2.543685 0.1222 -0.1855 0.0226
H -2.965636 -0.616343 -0.733089 0.3258 -0.1348 -0.2144
H -1.358044 -1.541307 0.456772 0.1117 0.0512 -0.3021
C -3.377563 -3.786463 -0.207148 -0.1245 0.2011 0.3572
O -4.129309 -3.650045 0.991678 0.1117 -0.0232 -0.1080
H -3.716931 -4.688036 -0.709694 -0.0210 -0.0327 0.0121
H -3.545684 -2.931941 -0.869695 0.0620 -0.0705 -0.1105
H -2.308250 -3.881663 0.006321 0.0216 -0.0272 -0.1085
H -3.847863 -2.844510 1.442613 -0.0813 -0.0136 -0.0010